i.
Below is 4 unconnected molecules or ions with the total composition C4H16O3, with properties calculated with wB97M-V/def2-TZVPD.

Structure (XYZ):
```
23
Properties=species:S:1:pos:R:3
C -1.505 0.267 0.026
C -0.381 -0.576 0.613
C 0.582 -1.033 -0.475
C 2.007 -1.307 0.036
H -1.145 1.236 -0.327
H -2.411 0.473 0.593
H -1.802 -0.242 -0.897
H -0.798 -1.445 1.120
H 0.111 0.010 1.387
H 0.208 -1.945 -0.934
H 0.666 -0.219 -1.190
H 2.755 -1.078 -0.707
H 2.039 -2.320 0.436
H 2.129 -0.759 0.972
O -0.039 3.590 -0.914
H 0.643 3.108 -0.426
H 0.106 4.514 -0.688
O -2.818 -2.831 -0.465
H -3.593 -3.009 -1.009
H -2.352 -2.133 -0.940
O 1.723 1.975 0.908
H 1.736 1.125 1.368
H 2.138 2.598 1.512
```

Computed properties:
HOMO-LUMO gap (eV): 11.603
Multiplicity: 1
Net charge: 0



ii.
Below is 4 unconnected molecules or ions with the total composition C4H16O3, with properties calculated with wB97M-V/def2-TZVPD.

Structure (XYZ):
```
23
Properties=species:S:1:pos:R:3
C 1.186 1.138 -0.224
C 0.424 -0.173 -0.469
C -0.864 -0.059 0.563
C 1.382 -1.297 -0.097
H 1.956 1.151 -1.054
H 1.634 0.951 0.772
H 0.603 2.148 -0.185
H -0.017 -0.105 -1.532
H -1.493 -1.013 0.635
H -0.401 0.013 1.483
H -1.604 0.745 0.444
H 2.395 -1.062 -0.514
H 1.180 -2.319 -0.265
H 1.697 -1.129 1.022
O 6.047 0.210 -1.994
H 5.976 -0.547 -2.643
H 6.299 0.982 -2.463
O -3.488 -2.157 -0.936
H -3.649 -1.643 -1.760
H -3.393 -3.112 -1.135
O -5.326 2.390 3.080
H -4.922 3.148 3.452
H -5.620 1.740 3.822
```

Computed properties:
HOMO-LUMO gap (eV): 11.241
Multiplicity: 1
Net charge: 0



Ranked by calculated energy, most stable first: i, ii.



i.
Below is a molecular structure, C6H58NO27S, with properties calculated with wB97M-V/def2-TZVPD.

Structure (XYZ):
```
93
Properties=species:S:1:pos:R:3
C 3.125 -3.789 1.001
O 2.159 -2.978 1.716
C 1.466 -2.248 0.854
C 0.747 -1.172 1.512
N -0.021 -0.310 0.584
H 0.550 -0.190 -0.303
H -0.728 -0.811 0.159
C -0.530 0.970 1.112
C -1.088 1.773 -0.117
O -1.507 3.075 0.391
C -2.079 3.979 -0.499
H 2.574 -4.511 0.533
H 3.838 -4.108 1.824
H 3.774 -3.454 0.206
H 0.659 -2.698 0.132
H 2.122 -1.780 0.144
H 1.488 -0.663 1.962
H -0.071 -1.671 2.186
H 0.120 1.619 1.618
H -1.269 0.624 1.855
H -2.058 1.336 -0.549
H -0.303 1.982 -0.946
H -2.322 4.926 0.048
H -3.086 3.719 -0.951
H -1.414 4.244 -1.283
S 0.515 0.021 -3.165
O 1.544 -0.290 -4.128
O -0.535 -0.974 -3.349
O 1.057 -0.013 -1.844
O -0.003 1.310 -3.503
O -1.699 -1.664 -1.066
H -2.529 -2.032 -1.391
H -1.321 -1.560 -1.914
O -5.016 3.654 0.896
H -5.209 4.390 1.592
H -4.853 4.110 0.127
O 2.766 2.706 1.606
H 2.476 1.871 1.258
H 2.675 2.824 2.497
O -0.914 5.967 -3.083
H -1.632 5.540 -3.044
H -0.290 5.384 -3.455
O 0.865 -4.429 3.392
H 0.142 -3.995 3.598
H 1.304 -3.915 2.712
O -2.028 3.965 3.644
H -2.779 3.343 3.330
H -1.217 3.792 3.230
O 1.364 4.366 -0.417
H 0.681 5.019 0.008
H 1.411 3.704 0.208
O -1.699 -4.796 -1.506
H -1.908 -4.780 -0.604
H -1.181 -3.928 -1.685
O 0.710 3.754 -3.146
H 0.473 2.709 -3.211
H 1.183 3.980 -2.335
O 0.718 4.313 2.627
H 1.391 4.941 2.561
H 1.101 3.812 3.251
O 3.557 -1.124 -1.758
H 4.329 -1.224 -1.148
H 3.075 -0.545 -1.162
O -4.987 1.221 -2.007
H -4.839 1.224 -0.936
H -5.894 1.490 -2.197
O 0.662 -6.045 -0.428
H -0.068 -5.684 -0.842
H 0.296 -6.549 0.253
O 5.653 -4.765 3.466
H 5.112 -4.680 4.232
H 5.669 -4.123 2.850
O -4.294 0.985 0.703
H -3.596 0.581 1.202
H -4.279 1.898 0.944
O -2.440 2.092 -3.387
H -2.977 1.515 -2.781
H -1.532 1.798 -3.371
O 2.143 0.908 -0.380
H 1.580 0.668 -1.073
H 2.567 1.512 -0.946
O -3.270 4.617 -3.780
H -3.053 3.733 -3.519
H -3.959 4.930 -3.194
O -2.868 -1.125 2.196
H -3.239 -1.066 3.078
H -3.034 -2.091 1.860
O 5.973 -6.235 1.011
H 5.410 -6.113 1.757
H 6.820 -6.717 1.071
O 2.509 -7.261 0.831
H 3.299 -7.677 0.551
H 1.970 -7.113 0.027
```

Computed properties:
HOMO-LUMO gap (eV): 6.299
Multiplicity: 1
Net charge: -1



ii.
Below is 23 unconnected molecules or ions with the total composition C6H58NO27S, with properties calculated with wB97M-V/def2-TZVPD.

Structure (XYZ):
```
93
Properties=species:S:1:pos:R:3
C 20.709 41.203 44.148
O 21.652 40.425 44.729
C 21.168 39.078 44.705
C 22.193 38.157 45.417
N 21.821 36.779 45.233
H 20.835 36.574 45.659
H 21.808 36.449 44.205
C 22.682 35.742 45.838
C 22.027 34.311 45.566
O 22.755 33.333 46.235
C 22.050 32.094 46.334
H 19.671 40.927 44.513
H 20.517 40.888 43.074
H 20.948 42.286 44.462
H 21.105 38.717 43.703
H 20.343 39.010 45.169
H 22.349 38.387 46.595
H 23.213 38.339 45.103
H 22.706 35.867 47.151
H 23.569 35.945 45.517
H 21.947 34.013 44.548
H 21.074 34.537 45.936
H 21.348 32.273 47.234
H 22.646 31.146 46.458
H 21.479 31.752 45.482
S 18.014 36.590 44.870
O 17.042 37.571 45.265
O 19.348 36.703 45.561
O 17.495 35.340 45.308
O 18.267 36.479 43.420
O 25.469 37.869 46.371
H 25.998 37.858 45.715
H 25.665 37.110 47.047
O 17.504 39.940 44.590
H 16.952 40.395 45.172
H 17.427 39.059 44.924
O 20.283 44.657 43.382
H 20.103 43.931 42.576
H 19.840 45.515 43.092
O 22.430 39.169 41.130
H 22.916 38.380 41.089
H 21.482 39.238 41.082
O 25.225 33.205 46.917
H 25.583 34.009 47.267
H 24.192 33.160 46.906
O 23.530 36.441 49.436
H 23.295 37.361 49.680
H 23.535 35.728 50.102
O 22.898 44.135 43.040
H 23.286 44.813 43.551
H 22.037 44.486 42.818
O 20.368 34.707 48.650
H 19.688 35.277 48.930
H 21.030 35.441 48.592
O 23.409 28.764 44.404
H 22.540 28.971 45.160
H 22.980 28.096 43.781
O 25.728 35.512 48.137
H 25.054 35.928 48.721
H 26.506 35.850 48.396
O 22.760 41.164 47.294
H 23.628 41.041 47.598
H 22.816 40.853 46.356
O 22.749 31.959 43.017
H 22.733 31.228 43.601
H 21.793 32.092 42.820
O 19.049 31.235 45.245
H 18.565 31.420 44.510
H 18.958 32.068 45.734
O 19.584 37.979 47.831
H 19.520 37.627 46.829
H 18.729 37.649 48.248
O 18.974 38.175 41.807
H 18.577 39.006 42.123
H 18.473 37.458 42.320
O 21.821 36.047 42.658
H 21.010 35.628 42.240
H 22.609 35.529 42.259
O 21.024 46.101 45.643
H 20.704 45.126 45.261
H 20.495 46.107 46.292
O 20.191 40.708 47.558
H 19.891 39.633 47.777
H 21.126 40.637 47.545
O 23.840 41.570 43.471
H 23.443 42.516 43.313
H 22.970 41.168 43.826
O 20.817 29.235 45.231
H 20.187 29.933 45.262
H 20.650 28.527 45.885
O 18.466 33.449 46.653
H 17.922 34.071 46.082
H 18.714 33.682 47.531
```

Computed properties:
HOMO-LUMO gap (eV): 7.617
Multiplicity: 1
Net charge: -1



Ranked by calculated energy, most stable first: ii, i.



i.
Below is a single C3H8N2S molecule, with properties calculated with wB97M-V/def2-TZVPD.

Structure (XYZ):
```
14
Properties=species:S:1:pos:R:3
C -0.243 -0.859 0.554
C -1.232 0.130 -0.152
C 1.026 -1.063 -0.312
N -0.731 1.483 0.266
N 0.553 1.803 -0.123
S 2.513 0.155 0.036
H 0.207 -0.587 1.425
H -0.862 -1.724 0.626
H -1.319 0.203 -1.288
H -2.180 0.140 0.318
H 1.630 -2.029 -0.113
H 0.906 -0.997 -1.340
H -0.917 1.796 1.192
H 0.649 1.548 -1.089
```

Computed properties:
HOMO-LUMO gap (spin up / spin down) (eV): 8.813 / 7.340
Multiplicity: 1
Net charge: 0



ii.
Below is a single C3H8N2S molecule, with properties calculated with wB97M-V/def2-TZVPD.

Structure (XYZ):
```
14
Properties=species:S:1:pos:R:3
C 1.086 -0.454 -1.806
N 0.122 -1.079 -1.267
N -0.068 -1.312 0.060
C 0.353 -0.306 0.969
C -0.635 0.892 1.151
S -0.780 1.808 -0.301
H 1.671 0.271 -1.157
H 1.117 -0.386 -2.944
H -1.147 -1.506 0.201
H 0.588 -0.677 1.979
H 1.208 0.145 0.386
H -0.322 1.445 2.069
H -1.614 0.472 1.515
H -1.578 0.687 -0.854
```

Computed properties:
HOMO-LUMO gap (eV): 9.190
Multiplicity: 1
Net charge: 0



Ranked by calculated energy, most stable first: ii, i.



i.
Below is 7 unconnected molecules or ions with the total composition C5H24N2O7, with properties calculated with wB97M-V/def2-TZVPD.

Structure (XYZ):
```
38
Properties=species:S:1:pos:R:3
N 1.776 3.119 -1.573
C 1.775 1.695 -1.616
C 0.665 0.802 -2.257
C -0.764 1.136 -1.732
C -0.807 1.655 -0.328
N -0.446 0.683 0.717
C -1.319 0.131 1.620
O -2.531 0.096 1.524
H 2.009 3.536 -2.462
H 1.030 3.650 -1.170
H 1.992 1.261 -0.607
H 2.735 1.440 -2.226
H 0.674 0.686 -3.363
H 0.909 -0.236 -1.906
H -1.109 1.988 -2.333
H -1.524 0.443 -1.969
H -0.107 2.547 -0.100
H -1.892 1.851 -0.162
H 0.480 0.782 1.148
H -0.772 -0.395 2.415
O -1.868 -2.426 2.430
H -2.519 -2.027 1.850
H -1.039 -2.547 1.978
O 1.717 1.132 2.298
H 2.334 1.790 2.630
H 2.039 0.221 2.487
O -0.743 -2.956 -1.051
H -1.167 -2.104 -0.878
H -1.380 -3.590 -1.396
O 2.464 -1.390 2.404
H 2.034 -1.841 1.625
H 2.195 -1.770 3.236
O -3.541 -0.456 -0.969
H -3.567 -0.333 -0.013
H -3.779 0.405 -1.340
O 1.254 -2.893 0.737
H 2.041 -3.343 0.443
H 0.750 -2.743 -0.094
```

Computed properties:
HOMO-LUMO gap (eV): 9.477
Multiplicity: 1
Net charge: 0



ii.
Below is 7 unconnected molecules or ions with the total composition C5H24N2O7, with properties calculated with wB97M-V/def2-TZVPD.

Structure (XYZ):
```
38
Properties=species:S:1:pos:R:3
C 2.778 -0.846 1.003
N 1.321 -0.544 0.897
C 0.530 -1.799 0.910
C -0.955 -1.458 0.630
C -1.367 -1.809 -0.833
N -0.666 -0.966 -1.789
C -2.904 -1.702 -0.950
O -3.618 -2.188 -0.119
H 3.202 -1.460 0.175
H 2.979 -1.342 1.971
H 3.298 0.082 1.026
H 1.128 0.019 0.086
H 0.932 -2.546 0.243
H 0.579 -2.254 1.862
H -1.128 -0.381 0.834
H -1.591 -2.045 1.357
H -1.084 -2.892 -0.996
H -0.891 0.027 -1.631
H -0.842 -1.214 -2.702
H -3.264 -1.182 -1.788
O 2.108 -2.101 -2.226
H 2.751 -1.718 -1.558
H 1.279 -1.645 -2.056
O 1.149 1.790 -1.115
H 1.698 2.119 -1.856
H 0.210 1.857 -1.443
O 0.239 3.143 1.323
H 0.700 2.816 0.537
H 0.521 2.559 2.049
O -2.278 2.875 0.473
H -1.385 3.003 0.915
H -2.785 2.315 1.108
O 0.919 1.243 3.088
H 1.043 0.537 2.385
H 0.315 0.903 3.651
O -1.408 1.940 -1.866
H -1.728 2.607 -2.560
H -1.784 2.255 -1.035
```

Computed properties:
HOMO-LUMO gap (eV): 9.626
Multiplicity: 1
Net charge: 0



Ranked by calculated energy, most stable first: ii, i.



i.
Below is a molecular structure, C18H13BF9IrN2O6S, with properties calculated with wB97M-V/def2-TZVPD.

Structure (XYZ):
```
51
Properties=species:S:1:pos:R:3
Ir 0.464 0.067 -0.017
F 2.613 -0.283 6.493
C 2.660 -0.129 5.169
C 1.517 0.242 4.458
F 0.373 0.470 5.102
C 1.576 0.383 3.079
F 0.462 0.753 2.424
C 2.760 0.161 2.362
S 2.873 0.280 0.641
C 3.901 -0.182 3.106
F 5.060 -0.376 2.476
C 3.857 -0.334 4.484
F 4.961 -0.672 5.152
O 0.708 0.333 -2.254
C 0.217 1.241 -2.916
C -0.018 2.601 -2.538
C -0.296 3.527 -3.545
C -0.408 4.870 -3.264
C -0.292 5.332 -1.939
C -0.082 4.445 -0.929
C 0.084 3.039 -1.166
O 0.330 2.278 -0.192
N -0.608 5.802 -4.333
O -0.754 5.351 -5.451
O -0.606 6.985 -4.059
H -0.050 1.019 -3.964
H -0.381 3.200 -4.571
H -0.383 6.393 -1.752
H -0.009 4.769 0.097
O 1.078 -2.186 1.246
C 0.746 -2.728 0.201
O 0.450 -2.120 -0.867
C 0.687 -4.279 0.046
N 0.042 -4.486 -1.283
C -1.208 -5.261 -1.104
C -1.582 -4.972 0.343
C -0.230 -4.972 1.051
H 1.707 -4.670 0.071
H 0.663 -4.865 -1.998
H -0.155 -3.452 -1.527
H -1.007 -6.324 -1.264
H -1.960 -4.920 -1.813
H -2.268 -5.708 0.749
H -2.042 -3.990 0.403
H 0.113 -5.993 1.231
H -0.246 -4.438 1.997
F -3.651 -0.819 0.370
B -2.395 -1.014 -0.065
F -1.459 -1.055 1.018
F -2.276 -2.192 -0.778
F -1.916 0.044 -0.863
```

Computed properties:
HOMO-LUMO gap (spin up / spin down) (eV): 6.291 / 6.243
Multiplicity: 1
Net charge: 0



ii.
Below is a molecular structure, C18H13BF9IrN2O6S, with properties calculated with wB97M-V/def2-TZVPD.

Structure (XYZ):
```
51
Properties=species:S:1:pos:R:3
Ir 0.039 -0.278 0.501
F 7.009 -1.503 0.472
C 5.696 -1.580 0.266
C 4.971 -0.445 -0.046
F 5.591 0.734 -0.146
C 3.610 -0.535 -0.272
F 2.976 0.595 -0.605
C 2.917 -1.737 -0.181
S 1.192 -1.947 -0.494
C 3.679 -2.861 0.134
F 3.097 -4.057 0.239
C 5.044 -2.798 0.352
F 5.732 -3.898 0.653
O 0.175 -0.997 2.343
C -0.814 -1.320 3.037
C -2.077 -1.733 2.560
C -3.041 -2.150 3.499
C -4.224 -2.656 3.056
C -4.513 -2.753 1.681
C -3.601 -2.350 0.754
C -2.338 -1.837 1.157
O -1.488 -1.559 0.233
N -5.207 -3.134 4.029
O -4.937 -3.020 5.209
O -6.240 -3.605 3.597
H -0.647 -1.285 4.116
H -2.844 -2.085 4.560
H -5.472 -3.151 1.380
H -3.805 -2.407 -0.305
O 1.086 1.436 1.456
C 0.768 2.180 0.504
O 0.454 1.693 -0.626
C 0.737 3.696 0.586
N 0.008 4.178 -0.640
C 0.923 5.073 -1.411
C 2.306 4.581 -1.010
C 2.135 4.320 0.488
H 0.177 3.968 1.475
H -0.909 4.563 -0.408
H -0.198 3.306 -1.162
H 0.758 6.095 -1.073
H 0.690 5.003 -2.470
H 3.072 5.321 -1.227
H 2.554 3.659 -1.538
H 2.163 5.259 1.041
H 2.887 3.654 0.907
F -1.821 3.134 1.861
B -2.546 2.408 0.899
F -1.896 1.123 0.744
F -3.849 2.217 1.253
F -2.424 3.090 -0.338
```

Computed properties:
HOMO-LUMO gap (eV): 7.172
Multiplicity: 1
Net charge: 0



Ranked by calculated energy, most stable first: ii, i.



i.
Below is a single C3H4F2O molecule, with properties calculated with wB97M-V/def2-TZVPD.

Structure (XYZ):
```
10
Properties=species:S:1:pos:R:3
F 1.721 -0.804 0.455
C 0.732 0.053 0.050
F 1.397 1.102 -0.494
C -0.413 0.454 0.943
O -1.337 0.009 -0.060
C -0.271 -0.523 -0.878
H -0.594 -0.168 1.809
H -0.646 1.584 0.960
H -0.328 -0.050 -1.859
H -0.261 -1.657 -0.924
```

Computed properties:
HOMO-LUMO gap (eV): 11.403
Multiplicity: 1
Net charge: 0



ii.
Below is a single C3H4F2O molecule, with properties calculated with wB97M-V/def2-TZVPD.

Structure (XYZ):
```
10
Properties=species:S:1:pos:R:3
F 0.023 1.837 -0.230
C 0.446 0.558 -0.184
F 1.774 0.468 -0.604
C -0.504 -0.292 -0.886
O -0.638 -1.249 0.360
C 0.122 -0.253 1.143
H -1.548 0.044 -1.132
H -0.217 -0.716 -1.815
H 1.043 -0.614 1.475
H -0.503 0.217 1.874
```

Computed properties:
HOMO-LUMO gap (eV): 11.572
Multiplicity: 1
Net charge: 0



Ranked by calculated energy, most stable first: i, ii.



i.
Below is 2 unconnected molecules or ions with the total composition C3H4F2O, with properties calculated with wB97M-V/def2-TZVPD.

Structure (XYZ):
```
10
Properties=species:S:1:pos:R:3
C -0.940 0.415 -0.288
C -0.806 1.367 -3.992
C 0.178 -0.105 0.455
O -0.959 1.027 -1.302
F -1.831 2.170 -3.763
F 0.221 2.146 -4.296
H -2.041 0.100 0.037
H 0.083 -0.006 1.493
H 1.102 0.403 0.245
H 0.396 -1.149 0.220
```

Computed properties:
HOMO-LUMO gap (eV): 10.636
Multiplicity: 1
Net charge: 0



ii.
Below is a single C3H4F2O molecule, with properties calculated with wB97M-V/def2-TZVPD.

Structure (XYZ):
```
10
Properties=species:S:1:pos:R:3
O -1.233 1.074 -0.108
C -0.976 -0.260 -0.122
C 0.482 -0.443 0.586
C 1.516 0.128 0.024
F 2.726 0.092 0.530
F 1.480 0.725 -1.168
H -2.151 1.316 -0.178
H -0.647 -0.678 -1.229
H -1.860 -0.818 0.226
H 0.663 -1.137 1.438
```

Computed properties:
HOMO-LUMO gap (eV): 10.387
Multiplicity: 1
Net charge: 0



iii.
Below is a molecular structure, C3H4F2O, with properties calculated with wB97M-V/def2-TZVPD.

Structure (XYZ):
```
10
Properties=species:S:1:pos:R:3
C 1.538 0.448 0.103
C -0.562 -1.005 -0.113
C -1.571 -0.046 -0.158
H 2.617 0.267 -0.388
H 1.607 0.590 1.201
H 0.967 1.697 -0.267
H -0.811 -1.992 -0.079
O 0.686 -0.789 -0.218
F -1.576 1.215 -0.198
F -2.896 -0.386 0.116
```

Computed properties:
HOMO-LUMO gap (eV): 9.013
Multiplicity: 1
Net charge: 0



Ranked by calculated energy, most stable first: ii, i, iii.